[1]
Formula: C2H9N3
Source: the Open Molecules 2025 dataset
Level of theory: wB97M-V/def2-TZVPD

The value obtained for the HOMO-LUMO gap is 0.37130 hartree. The SMILES is C=N.NCN. The energy relative to the best compared isomer or geometry (same formula, charge and spin) is 32.4 kcal per mole.

Structure (XYZ):
```
14
Properties=species:S:1:pos:R:3:lowdin_charge:R:1
C 2.3545 -0.2321 0.1628 -0.168
N 2.6892 0.8806 -0.3371 0.014
H 2.3322 -1.0657 -0.5412 0.055
H 2.1042 -0.3929 1.2121 0.060
H 2.5185 1.6284 0.3395 0.036
N -1.1360 0.7889 0.7754 -0.011
C -1.4402 -0.4366 0.0692 -0.416
N -1.3381 -0.2342 -1.3592 -0.008
H -0.9809 0.6293 1.7601 0.058
H -1.8500 1.4997 0.6623 0.067
H -2.4705 -0.7423 0.3098 0.101
H -0.8127 -1.2697 0.4188 0.097
H -1.5650 -1.0989 -1.8334 0.061
H -0.4051 0.0453 -1.6390 0.055
```

[2]
Formula: C5H7NO
Source: the Open Molecules 2025 dataset
Level of theory: wB97M-V/def2-TZVPD

The value obtained for the HOMO-LUMO gap is 0.36508 hartree. The SMILES is C[C@H]1CC=NC1=O. The energy relative to the best compared isomer or geometry (same formula, charge and spin) is 26.6 kcal per mole.

Structure (XYZ):
```
14
Properties=species:S:1:pos:R:3:lowdin_charge:R:1
C -1.7205 0.0515 0.2752 -0.056
C -0.3856 0.1540 -0.4508 -0.292
C 0.7042 0.8591 0.3280 -0.129
C 1.9211 0.0782 0.0228 -0.148
N 1.7115 -1.1205 -0.3852 0.127
C 0.3081 -1.1965 -0.7079 -0.424
O -0.2367 -2.1785 -1.1390 0.106
H -2.2438 1.0159 0.2861 0.082
H -1.5602 -0.2523 1.3158 0.085
H -2.3562 -0.6922 -0.2102 0.081
H -0.5438 0.5958 -1.4491 0.159
H 0.6993 1.9560 0.4006 0.131
H 2.8695 0.4424 0.4199 0.126
H 0.8330 0.2870 1.2938 0.152
```

[3]
Formula: C16H45FHfN3O7
Source: the Open Molecules 2025 dataset
Level of theory: wB97M-V/def2-TZVPD

The value obtained for the HOMO-LUMO gap is 0.12465 hartree. As for the total charge: +3. The energy relative to the best compared isomer or geometry (same formula, charge and spin) is 55.1 kcal per mole.

Structure (XYZ):
```
73
Properties=species:S:1:pos:R:3:lowdin_charge:R:1
Hf -34.0307 -4.1965 -10.2751 2.305
F -32.5563 -5.7638 -11.0324 -0.362
C -33.6799 -3.1646 -14.8424 -0.038
C -33.2402 -3.7741 -13.5165 -0.372
C -32.2931 -2.7257 -12.9373 -0.182
O -31.8918 -3.1015 -11.6523 -0.238
C -30.7640 -2.3752 -11.1411 -0.045
N -34.4790 -3.8751 -12.7446 -0.004
H -34.3962 -2.3431 -14.8581 0.111
H -33.9394 -3.9339 -15.5697 0.100
H -32.8762 -2.6909 -15.4061 0.108
H -32.8906 -4.7910 -13.6944 0.157
H -32.8908 -1.8162 -12.9977 0.146
H -31.4526 -2.5491 -13.6084 0.159
H -30.2592 -2.7773 -10.2627 0.071
H -30.8608 -1.3332 -10.8362 0.121
H -29.9590 -2.2929 -11.8714 0.128
H -35.0902 -4.4408 -13.3160 0.029
H -34.8994 -2.9568 -12.7582 0.105
C -30.0337 -4.7904 -8.4107 -0.030
C -31.4568 -4.8024 -8.0574 -0.478
C -31.6776 -5.0204 -6.5746 -0.131
O -33.0978 -5.2103 -6.3713 -0.242
C -33.3566 -5.6734 -5.0422 -0.039
N -32.1442 -3.7601 -8.7716 0.003
H -29.5210 -3.9336 -7.9736 0.113
H -29.7831 -4.7366 -9.4701 0.100
H -29.5170 -5.6253 -7.9373 0.121
H -31.8339 -5.7002 -8.5470 0.116
H -31.1947 -4.1974 -6.0478 0.156
H -31.1959 -5.9642 -6.3192 0.152
H -32.9588 -4.8865 -4.4014 0.102
H -32.7350 -6.5218 -4.7561 0.108
H -34.4451 -5.6968 -4.9887 0.110
H -31.3930 -3.2124 -9.1662 0.045
H -32.2055 -3.2680 -7.8917 0.128
C -36.6919 -6.6578 -16.3703 -0.023
C -36.2314 -6.7636 -14.8919 -0.384
C -34.9422 -7.5321 -14.6589 -0.180
O -35.0688 -7.9115 -13.3086 -0.215
C -33.7737 -8.4528 -12.8676 -0.059
N -36.3533 -5.5278 -14.1207 0.037
H -35.8286 -6.6708 -17.0356 0.085
H -37.4182 -5.8488 -16.4491 0.083
H -37.3144 -7.4665 -16.7531 0.091
H -37.0376 -7.3671 -14.4750 0.143
H -34.0605 -6.8914 -14.6413 0.118
H -34.7317 -8.4239 -15.2493 0.150
H -33.2707 -9.1746 -13.5111 0.113
H -34.0131 -9.0336 -11.9768 0.083
H -33.0513 -7.7489 -12.4546 0.049
H -36.1399 -4.6744 -14.6170 0.078
H -37.3093 -5.5045 -13.7957 0.110
C -29.2544 -9.4675 -11.2698 -0.205
C -30.4756 -8.5464 -10.9821 -0.245
O -30.4798 -7.4996 -11.9576 -0.079
O -27.9845 -8.7629 -11.1526 -0.042
H -29.4141 -9.9816 -12.2176 0.122
H -29.2933 -10.2508 -10.5128 0.122
H -30.3013 -8.1669 -9.9753 0.107
H -31.3984 -9.1265 -10.9910 0.107
H -31.2497 -7.0560 -11.5941 -0.003
H -28.1117 -8.0774 -11.8126 0.070
C -35.8817 -6.9796 -10.1680 -0.154
C -34.7115 -7.3208 -9.1413 -0.102
O -34.1770 -6.0694 -8.6476 -0.167
O -35.4717 -5.9681 -11.0406 -0.169
H -36.7911 -6.8423 -9.5830 0.143
H -36.0205 -7.8241 -10.8430 0.141
H -33.8681 -7.6860 -9.7272 0.113
H -35.0168 -8.0822 -8.4236 0.160
H -34.0043 -6.2201 -7.7154 0.089
H -35.8604 -6.1417 -11.9011 0.080
```